[1]
Entry from OMol25: one molecule with the formula C4H10NOP at a distorted geometry (ωB97M-V with the def2-TZVPD basis set).

Computed properties:
SMILES ... CC(C)(C)/N=P/O

Each line ends with the Mulliken charge.
Element x y z (Å)
C1 0.950 0.321 -1.361  -1.554
C2 0.642 1.262 0.872  -1.441
C3 0.813 -1.289 0.641  -1.625
C4 0.326 0.027 0.025  1.377
N1 -1.043 -0.049 -0.315  -0.278
O1 -3.544 -0.361 -0.063  -0.411
P1 -2.211 0.021 0.670  0.026
H1 2.049 0.365 -1.198  0.376
H2 0.805 -0.497 -2.016  0.408
H3 0.448 1.176 -1.891  0.389
H4 1.486 1.038 1.385  0.404
H5 -0.225 1.289 1.473  0.414
H6 0.717 2.210 0.271  0.334
H7 0.565 -2.019 -0.037  0.464
H8 1.826 -1.132 0.893  0.409
H9 0.149 -1.396 1.502  0.370
H10 -3.751 -0.968 -0.850  0.337



[2]
Entry from OMol25: C30H35Cl55N2O4S4 as an isolated structure at a distorted geometry (ωB97M-V with the def2-TZVPD basis set).

Each line ends with the Mulliken charge.
Element x y z (Å)
O1 0.243 1.846 2.713  -0.640
S1 -0.556 2.218 1.598  1.080
O2 -1.556 3.212 1.730  -0.586
O3 0.368 2.542 0.337  -0.195
C1 0.516 1.279 -0.376  0.100
C2 1.326 1.285 -1.665  -1.286
C3 1.997 2.611 -2.025  -0.488
C4 2.949 3.154 -0.955  0.623
Cl1 2.563 4.867 -0.549  -0.261
C5 -0.935 0.806 -0.415  0.710
S2 -1.898 2.128 -1.279  0.023
C6 -1.142 -0.618 -0.930  -1.249
C7 -2.539 -1.010 -1.419  0.264
C8 -3.556 -1.261 -0.299  -1.003
S3 -4.290 0.255 0.389  0.168
C9 -6.024 0.049 0.051  0.068
S4 -6.993 -0.818 1.011  -0.245
N1 -6.484 0.694 -1.095  0.295
C10 -7.807 0.819 -1.489  -0.113
C11 -7.770 1.465 -2.668  -1.401
N2 -6.472 1.778 -3.029  0.084
C12 -5.734 1.318 -2.075  -0.294
O4 -1.206 0.847 1.007  -0.242
H1 1.035 0.630 0.340  0.548
H2 0.630 1.060 -2.480  0.468
H3 2.037 0.458 -1.645  0.411
H4 2.597 2.420 -2.919  0.121
H5 1.259 3.350 -2.330  0.465
H6 2.839 2.630 -0.010  0.409
H7 3.978 3.183 -1.289  -0.795
H8 -2.082 1.521 -2.456  0.143
H9 -0.867 -1.266 -0.091  0.265
H10 -0.402 -0.787 -1.713  0.393
H11 -2.956 -0.293 -2.123  0.176
H12 -2.423 -1.948 -1.964  -0.261
H13 -4.386 -1.830 -0.721  0.565
H14 -3.127 -1.864 0.501  0.447
H15 -8.661 0.462 -0.943  0.504
H16 -8.640 1.716 -3.253  0.661
H17 -4.659 1.378 -2.053  0.081
C13 5.925 5.293 1.424  -0.171
Cl2 6.090 3.877 2.475  -0.088
Cl3 7.005 6.581 1.958  -0.043
Cl4 6.253 4.854 -0.246  -0.050
H18 4.903 5.644 1.488  0.337
C14 -5.247 3.508 -5.564  0.425
Cl5 -5.911 5.114 -5.286  -0.135
Cl6 -4.876 3.263 -7.273  -0.149
Cl7 -3.817 3.242 -4.568  -0.081
H19 -5.985 2.776 -5.259  -0.033
C15 -7.857 -1.515 -6.138  0.056
Cl8 -7.916 -0.277 -4.882  -0.022
Cl9 -8.735 -2.961 -5.637  -0.129
Cl10 -8.484 -0.898 -7.668  -0.126
H20 -6.822 -1.790 -6.290  0.252
C16 9.894 4.432 2.664  0.412
Cl11 10.706 4.440 4.231  -0.150
Cl12 10.769 5.434 1.502  -0.066
Cl13 9.717 2.785 2.053  -0.067
H21 8.904 4.850 2.796  -0.152
C17 -7.082 0.500 5.055  -0.154
Cl14 -8.395 1.188 4.096  -0.071
Cl15 -7.083 -1.260 4.923  -0.114
Cl16 -5.529 1.157 4.550  -0.051
H22 -7.243 0.763 6.092  0.394
C18 -1.423 -4.633 -4.054  -0.038
Cl17 -0.523 -3.372 -3.201  -0.091
Cl18 -1.303 -6.167 -3.208  -0.088
Cl19 -3.109 -4.152 -4.259  -0.116
H23 -0.984 -4.751 -5.036  0.313
C19 -0.827 -9.972 -5.394  -0.051
Cl20 -1.272 -8.536 -6.323  -0.113
Cl21 0.242 -9.549 -4.056  -0.119
Cl22 -2.264 -10.800 -4.802  -0.041
H24 -0.292 -10.642 -6.052  0.329
C20 7.298 0.541 -0.325  0.974
Cl23 6.271 1.767 -1.057  -0.024
Cl24 6.892 -1.081 -0.879  -0.132
Cl25 8.990 0.924 -0.635  -0.191
H25 7.135 0.586 0.745  -0.617
C21 6.256 -1.354 3.834  -0.042
Cl26 6.312 0.147 2.893  -0.089
Cl27 4.914 -1.319 4.968  -0.113
Cl28 6.154 -2.751 2.768  -0.113
H26 7.177 -1.423 4.396  0.305
C22 -3.222 -1.721 5.307  0.581
Cl29 -2.454 -1.286 6.832  -0.136
Cl30 -2.481 -0.870 3.960  0.018
Cl31 -3.163 -3.471 5.053  -0.134
H27 -4.262 -1.428 5.356  -0.343
C23 10.032 -0.470 -4.063  0.422
Cl32 8.972 0.667 -4.893  -0.113
Cl33 9.707 -2.125 -4.580  -0.132
Cl34 11.727 -0.053 -4.318  -0.132
H28 9.825 -0.403 -3.003  -0.053
C24 12.608 8.740 1.165  0.143
Cl35 12.372 7.582 -0.143  -0.130
Cl36 14.225 9.438 1.100  -0.128
Cl37 11.381 10.005 1.114  -0.118
H29 12.508 8.208 2.103  0.230
C25 -5.077 -11.650 -1.817  0.064
Cl38 -4.724 -12.824 -0.552  -0.121
Cl39 -4.181 -10.155 -1.557  -0.102
Cl40 -4.730 -12.324 -3.412  -0.127
H30 -6.133 -11.420 -1.777  0.287
C26 3.998 4.118 -5.496  -0.124
Cl41 4.368 2.525 -6.156  -0.124
Cl42 2.255 4.370 -5.405  -0.106
Cl43 4.748 4.327 -3.914  -0.017
H31 4.410 4.865 -6.162  0.383
C27 -4.892 -6.862 6.312  0.286
Cl44 -4.139 -8.432 6.017  -0.124
Cl45 -6.649 -6.993 6.278  -0.129
Cl46 -4.337 -6.185 7.840  -0.115
H32 -4.590 -6.192 5.518  0.081
C28 -12.107 1.988 3.304  0.264
Cl47 -12.406 3.203 2.062  -0.123
Cl48 -13.421 1.951 4.478  -0.128
Cl49 -11.863 0.397 2.582  -0.115
H33 -11.200 2.261 3.827  0.092
C29 -1.164 -9.223 8.050  0.267
Cl50 -0.782 -10.257 9.426  -0.130
Cl51 -0.509 -7.603 8.277  -0.116
Cl52 -0.572 -9.934 6.546  -0.124
H34 -2.240 -9.140 7.979  0.098
C30 8.476 10.404 3.240  0.073
Cl53 8.819 8.824 2.532  -0.016
Cl54 6.738 10.680 3.335  -0.134
Cl55 9.228 10.557 4.826  -0.128
H35 8.903 11.158 2.592  0.252



[3]
Entry from OMol25: one molecule with the formula C20H16N2 at a distorted geometry (ωB97M-V with the def2-TZVPD basis set).

Computed properties:
SMILES ... N#Cc1ccc([C@@H](C#N)[C@]2(c3ccccc3)C=CCC2)cc1

Each line ends with the Mulliken charge.
Element x y z (Å)
C1 0.285 -0.840 -1.077  0.665
C2 -0.179 -1.450 -2.323  -0.371
N1 -0.486 -2.029 -3.296  -0.616
C3 -0.494 -1.394 0.143  0.038
C4 0.164 -1.562 1.369  -0.065
C5 -0.535 -1.956 2.507  -0.667
C6 -1.889 -2.275 2.414  0.408
C7 -2.674 -2.576 3.578  -0.031
N2 -3.330 -2.812 4.514  -0.529
C8 -2.493 -2.288 1.160  -0.628
C9 -1.793 -1.880 0.022  -0.709
H1 1.324 -1.183 -0.894  0.588
H2 1.243 -1.406 1.436  0.372
H3 -0.033 -1.994 3.476  0.466
H4 -3.530 -2.598 1.065  0.446
H5 -2.245 -1.970 -0.965  0.395
C10 1.192 0.961 -2.496  -1.232
C11 0.223 1.250 -3.667  -0.897
C12 -1.096 1.523 -2.973  -0.489
C13 -1.041 1.274 -1.647  -1.033
C14 0.317 0.697 -1.233  2.409
C15 0.892 1.272 0.068  0.092
C16 0.057 1.740 1.090  -0.396
C17 0.567 1.864 2.389  -0.750
C18 1.919 1.615 2.635  -0.505
C19 2.777 1.267 1.582  -0.744
C20 2.266 1.151 0.287  -0.462
H6 1.835 0.109 -2.722  0.298
H7 1.814 1.842 -2.319  0.539
H8 0.587 2.088 -4.275  0.433
H9 0.138 0.380 -4.330  0.390
H10 -1.946 1.910 -3.556  0.444
H11 -1.804 1.537 -0.908  0.318
H12 -0.994 1.929 0.893  0.261
H13 -0.107 2.154 3.201  0.396
H14 2.309 1.671 3.647  0.398
H15 3.840 1.080 1.757  0.368
H16 2.921 0.900 -0.552  0.401



[4]
Entry from OMol25: a 2-piece molecular cluster, C21H19Br2 overall at a distorted geometry (ωB97M-V with the def2-TZVPD basis set).

Computed properties:
Total charge ... +1

Each line ends with the Mulliken charge.
Element x y z (Å)
Br1 6.741 0.575 0.464  -0.152
C1 5.042 0.153 1.169  -0.147
C2 4.927 -0.345 2.475  -0.406
C3 3.683 -0.586 3.043  -0.593
C4 2.490 -0.357 2.328  0.934
C5 1.209 -0.660 2.924  -0.367
C6 0.026 -0.501 2.301  -0.226
C7 -1.289 -0.717 2.996  -0.051
C8 -2.458 -0.027 2.323  0.580
C9 -3.421 0.684 3.033  -0.495
C10 -4.571 1.179 2.397  -0.472
C11 -4.767 0.961 1.016  -0.134
Br2 -6.320 1.562 0.102  -0.155
C12 -3.801 0.223 0.315  -0.621
C13 -2.664 -0.253 0.970  -0.230
C14 2.606 0.232 1.055  -0.517
C15 3.858 0.474 0.492  -0.428
H1 5.794 -0.534 3.085  0.416
H2 3.566 -0.963 4.051  0.334
H3 1.275 -0.800 4.022  0.338
H4 -0.023 -0.186 1.259  0.119
H5 -1.267 -0.372 4.033  0.600
H6 -3.225 0.824 4.095  0.367
H7 -5.291 1.737 2.986  0.432
H8 -3.923 0.049 -0.748  0.432
H9 -1.911 -0.781 0.402  0.357
H10 1.729 0.532 0.496  0.327
H11 3.932 0.947 -0.472  0.412
H12 -1.448 -1.788 2.901  -0.659
C16 -1.822 -3.830 3.428  -0.267
C17 -2.935 -3.895 2.548  -0.044
C18 -2.898 -4.876 1.572  -0.491
C19 -1.624 -5.668 1.377  -0.536
C20 -0.395 -5.212 2.127  -0.494
C21 -0.512 -4.229 3.072  -0.030
H13 -1.965 -3.360 4.430  0.354
H14 -3.818 -3.256 2.716  0.462
H15 -3.787 -5.235 1.047  0.430
H16 -1.820 -6.750 1.580  0.399
H17 -1.383 -5.603 0.299  0.381
H18 0.506 -5.826 1.984  0.408
H19 0.360 -3.845 3.640  0.434



[5]
Entry from OMol25: one molecule with the formula C4H2N2O at a distorted geometry (ωB97M-V with the def2-TZVPD basis set).

Computed properties:
SMILES ... N#CC#CC(N)=O

Each line ends with the Mulliken charge.
Element x y z (Å)
N1 0.653 1.166 -0.680  -0.355
C1 -0.111 0.997 0.433  0.452
O1 -0.513 1.892 1.147  -0.535
C2 -0.510 -0.363 0.782  0.367
C3 -0.968 -1.468 1.073  -0.302
C4 -0.563 -2.556 0.149  0.227
N2 0.167 -2.203 -0.686  -0.316
H1 0.991 0.415 -1.266  0.232
H2 0.854 2.120 -0.951  0.230



no.,HOMO-LUMO gap (eV)
1,9.4116
2,7.7491
3,9.6089
4,4.5041
5,9.5572